No. 1
{"formula": "C27H21BaN6O4", "method": "ωB97M-V/def2-TZVPD", "elements": ["Ba", "C", "C", "C", "C", "C", "N", "C", "C", "C", "C", "C", "C", "C", "N", "C", "C", "C", "N", "C", "C", "N", "C", "C", "C", "N", "H", "H", "H", "H", "H", "H", "H", "H", "H", "H", "H", "H", "H", "H", "H", "H", "H", "H", "O", "C", "O", "C", "C", "C", "N", "C", "C", "C", "O", "O", "H", "H", "H"], "xyz": [[-1.2894, 0.6165, -0.0467], [4.1416, 2.3057, 4.7532], [3.4636, 1.7880, 3.5128], [3.9815, 2.0277, 2.2403], [3.3400, 1.5876, 1.1037], [2.1263, 0.8609, 1.1365], [1.4499, 0.4996, 0.0035], [2.1315, 0.1265, -1.1218], [3.3561, -0.5836, -1.0787], [3.9982, -1.0469, -2.2049], [3.4722, -0.8505, -3.4817], [4.1441, -1.3963, -4.7131], [2.2800, -0.1547, -3.5556], [1.6255, 0.3290, -2.4258], [0.4326, 1.0855, -2.6789], [0.3943, 2.3731, -3.0804], [-0.9200, 2.6796, -3.3555], [-1.6131, 1.4895, -3.0921], [-0.7917, 0.5283, -2.6906], [1.6260, 0.6167, 2.4350], [2.2796, 1.0762, 3.5746], [0.4505, -0.1715, 2.6637], [0.4397, -1.4560, 3.0763], [-0.8728, -1.8016, 3.3136], [-1.5935, -0.6375, 3.0179], [-0.7880, 0.3490, 2.6319], [5.2203, 2.3756, 4.6091], [3.9558, 1.6551, 5.6082], [3.7781, 3.3031, 5.0130], [4.9068, 2.5854, 2.1386], [3.7665, 1.8113, 0.1339], [3.7890, -0.7782, -0.1054], [4.9304, -1.5907, -2.0919], [5.2227, -1.4715, -4.5718], [3.9598, -0.7611, -5.5801], [3.7715, -2.3955, -4.9522], [1.8214, 0.0341, -4.5209], [1.2974, 2.9557, -3.1429], [-1.3221, 3.6211, -3.6839], [-2.6747, 1.2984, -3.1349], [1.8303, 0.8532, 4.5368], [1.3573, -2.0114, 3.1696], [-1.2542, -2.7512, 3.6438], [-2.6604, -0.4758, 3.0382], [-7.2957, -4.1295, 0.2923], [-7.3723, -2.8915, 0.1784], [-8.3505, -2.1288, 0.1690], [-5.9896, -2.1788, 0.0675], [-4.8177, -2.9268, 0.0807], [-3.6069, -2.2738, -0.0035], [-3.4866, -0.9431, -0.0798], [-4.6176, -0.2150, -0.1045], [-5.8755, -0.7997, -0.0428], [-4.4701, 1.3012, -0.2070], [-5.4555, 1.9643, -0.4981], [-3.2889, 1.7494, 0.0140], [-4.8931, -4.0030, 0.1572], [-2.6740, -2.8335, 0.0029], [-6.7667, -0.1898, -0.0707]], "forces_ev_per_angstrom": [[0.9, -0.4, 0.3], [0.0, 0.0, 0.0], [0.0, 0.0, 0.1], [0.0, 0.0, -0.1], [0.0, 0.0, 0.0], [0.1, 0.1, 0.0], [-0.3, 0.0, 0.0], [0.1, -0.1, 0.0], [0.0, 0.0, 0.1], [0.0, 0.0, 0.0], [0.0, 0.1, -0.1], [0.0, 0.0, 0.0], [0.0, 0.0, 0.0], [0.3, -0.2, -0.1], [0.3, 0.2, 0.1], [-0.1, 0.0, 0.0], [0.1, 0.0, 0.1], [-0.2, 0.1, -0.1], [0.1, -0.2, -0.5], [0.3, 0.1, 0.0], [0.0, 0.0, 0.0], [0.3, -0.2, -0.1], [-0.1, 0.0, 0.0], [0.1, 0.0, 0.0], [-0.1, 0.1, 0.0], [-0.1, 0.0, 0.4], [0.0, 0.0, 0.0], [0.0, 0.0, 0.0], [0.0, 0.0, 0.0], [0.0, 0.0, 0.0], [0.0, 0.0, 0.0], [0.0, 0.0, 0.0], [0.0, 0.0, 0.0], [0.0, 0.0, 0.0], [0.0, 0.0, 0.0], [0.0, 0.0, 0.0], [0.0, 0.0, 0.0], [0.0, 0.0, 0.0], [0.0, 0.0, 0.0], [0.0, 0.0, -0.1], [0.0, 0.0, 0.0], [0.0, 0.0, 0.0], [0.0, 0.0, 0.0], [0.0, 0.0, 0.0], [0.0, -0.1, -0.1], [0.2, 0.1, 0.2], [-0.1, 0.0, -0.1], [-0.1, -0.1, 0.0], [0.0, 0.0, 0.0], [0.2, 0.0, 0.1], [-0.3, -0.1, 0.0], [-0.2, -0.2, 0.0], [0.1, 0.0, 0.0], [-0.8, 0.1, -0.2], [0.2, -0.1, 0.0], [-0.6, 0.7, 0.1], [0.0, 0.0, 0.0], [0.0, 0.0, 0.0], [0.0, 0.0, 0.0]], "total_charge": -1}

=====

No. 2
{"formula": "C5H9NO", "method": "ωB97M-V/def2-TZVPD", "elements": ["C", "C", "C", "C", "C", "N", "O", "H", "H", "H", "H", "H", "H", "H", "H", "H"], "xyz": [[1.1721, 0.0631, 0.3477], [-0.2253, -0.4007, 0.7110], [-1.4721, 0.3684, 0.4002], [-2.3875, 0.7197, 1.3623], [1.5725, 0.2892, -1.1928], [1.2904, -0.7953, -2.0216], [1.9537, 1.4315, -1.4794], [1.7968, -0.8109, 0.7245], [1.4866, 1.0665, 0.6579], [-0.3739, -1.4534, 0.2987], [-0.1121, -0.6407, 1.7954], [-1.5528, 0.7709, -0.6078], [-3.2810, 1.2331, 1.1212], [-2.2771, 0.5179, 2.4602], [1.3822, -1.7050, -1.5808], [1.0275, -0.6541, -2.9967]], "forces_ev_per_angstrom": [[1.8, -0.7, -2.0], [-0.2, -2.0, 0.6], [-0.8, 1.3, 2.3], [2.1, -1.1, -0.5], [-1.1, 1.0, 1.2], [0.4, 1.3, 0.4], [-0.7, -2.5, -0.6], [-0.1, 1.5, -0.2], [-0.2, -0.6, 1.0], [0.2, 1.1, 0.1], [-0.7, 0.5, -0.5], [-0.3, -0.3, 0.0], [-0.7, 0.6, -0.4], [0.2, -0.2, -1.3], [-0.5, 0.3, -0.6], [0.6, -0.3, 0.5]], "smiles": "C=CCCC(N)=O"}

=====

No. 3
{"formula": "H26O13", "method": "ωB97M-V/def2-TZVPD", "elements": ["H", "H", "H", "H", "H", "H", "H", "H", "H", "H", "H", "H", "H", "H", "H", "H", "H", "H", "H", "H", "H", "H", "H", "H", "H", "H", "O", "O", "O", "O", "O", "O", "O", "O", "O", "O", "O", "O", "O"], "xyz": [[1.0337, -0.2749, -0.6143], [-0.4666, -0.3916, -0.8276], [4.0698, -1.6272, 1.6281], [3.3202, -2.9009, 1.9830], [4.2556, 1.6497, -1.5559], [4.6898, 0.2788, -1.0638], [-3.8438, -2.3382, 0.9852], [-3.7443, -3.1400, 2.2726], [-2.9034, 3.1679, -1.1319], [-4.0954, 3.4065, -2.0441], [-1.5177, 1.8918, 0.8743], [-0.9450, 0.4995, 1.0828], [-2.5724, -1.5465, -2.2932], [-3.8519, -1.3089, -1.5080], [3.3335, 2.9227, 0.3583], [3.6262, 4.4081, 0.4926], [-5.4332, -0.6569, -0.3786], [-4.3159, 0.2818, 0.0461], [1.2259, -1.5852, -2.9462], [2.3213, -1.9638, -1.9630], [5.4455, -1.1452, -0.6840], [5.0427, -2.1100, 0.4192], [-0.7915, -2.7416, -0.8112], [-2.0914, -2.9042, -0.0406], [-0.1168, 1.1966, 3.0561], [0.9062, 2.2685, 3.3944], [0.1888, -0.0717, -0.1974], [3.3082, -1.9475, 2.1245], [3.9046, 0.8032, -1.2573], [-4.2620, -2.4475, 1.8467], [-3.5915, 3.8130, -1.3301], [-0.6822, 1.4160, 0.9417], [-2.9949, -0.9130, -1.7022], [2.9280, 3.7902, 0.2483], [-5.2740, 0.1800, 0.0722], [2.1497, -1.8571, -2.9054], [4.6756, -1.4783, -0.2094], [-1.4031, -2.2604, -0.2425], [0.7303, 1.5560, 2.7695]], "forces_ev_per_angstrom": [[0.3, 0.0, 0.1], [-0.1, 0.1, 0.1], [-0.6, 0.4, 0.3], [-0.2, 0.0, 0.1], [-0.2, 0.0, -0.1], [-0.6, 0.4, 0.0], [-0.1, 0.2, 0.2], [-0.1, 0.1, 0.1], [0.0, 0.1, 0.0], [0.0, 0.1, 0.1], [-0.1, 0.3, 0.2], [0.1, 0.3, -0.1], [0.0, 0.1, 0.1], [0.1, 0.1, -0.2], [-0.3, -0.2, 0.1], [-0.1, 0.0, 0.0], [-0.3, 0.2, 0.2], [0.0, 0.1, 0.0], [0.1, 0.1, -0.1], [0.2, 0.1, 0.0], [0.2, -0.5, 0.0], [0.3, -0.2, -0.4], [0.2, -0.1, 0.2], [0.1, 0.0, -0.1], [0.2, 0.2, -0.2], [0.1, -0.1, 0.0], [1.9, -2.4, -2.3], [0.2, -0.4, 0.2], [0.3, 0.4, -0.1], [0.1, -0.2, -0.2], [0.0, -0.2, -0.1], [-3.0, 1.9, 0.7], [-0.6, 0.3, -0.5], [0.3, 0.1, -0.1], [0.1, -0.2, -0.2], [-0.3, -0.2, 0.1], [0.4, -0.3, 0.0], [0.2, -0.8, 0.3], [0.9, 0.1, 1.5]]}

=====

no.,Kohn-Sham gap (eV),total energy (eV)
1,7.06,-46168.754
2,10.38,-8867.428
3,8.47,-27035.869